{"formula": "C38H43N8O3PPdSSi", "method": "ωB97M-V/def2-TZVPD", "spin_multiplicity": 5, "fmax_ev_per_a": 3.888, "s2": 6.028, "total_energy_ev": -89628.960, "charge": 2, "species": ["Pd", "C", "N", "C", "C", "N", "C", "P", "C", "N", "C", "C", "N", "C", "C", "N", "C", "C", "N", "C", "H", "H", "H", "H", "H", "H", "H", "H", "H", "H", "H", "H", "H", "H", "H", "C", "Si", "C", "N", "C", "C", "C", "C", "C", "C", "C", "C", "C", "C", "C", "C", "C", "C", "C", "C", "C", "H", "H", "H", "H", "H", "H", "H", "H", "H", "H", "H", "H", "H", "H", "H", "H", "H", "H", "H", "H", "H", "H", "H", "H", "O", "C", "N", "S", "O", "O", "C", "C", "C", "C", "C", "C", "H", "H", "H", "H"], "xyz": [[0.80945, -0.30489, 2.13537], [5.06307, 2.58510, 4.20180], [4.37110, 1.36968, 3.81699], [4.45531, 0.16382, 4.52577], [3.46763, -0.64099, 3.99424], [2.78251, 0.04971, 2.94290], [3.37509, 1.30456, 2.88320], [2.89468, 2.54977, 1.69355], [2.74358, 2.09331, -0.08175], [3.00926, 0.84306, -0.56753], [2.74159, 0.92014, -1.90640], [2.23192, 2.24298, -2.35576], [2.27831, 2.93235, -1.01591], [1.83762, 4.31798, -0.85812], [1.19258, 2.70997, 2.13742], [0.32821, 1.66574, 2.24322], [-0.93046, 2.22101, 2.50259], [-0.82661, 3.55987, 2.64818], [0.53071, 3.90465, 2.47499], [1.12169, 5.21674, 2.74249], [5.53780, 2.43973, 5.18527], [5.87175, 2.84868, 3.43880], [4.31731, 3.41302, 4.25583], [5.17452, 0.06123, 5.31119], [3.23389, -1.66934, 4.16644], [2.68253, -0.01351, -2.44862], [2.89084, 2.86803, -3.01509], [1.66545, 4.70498, -1.85386], [0.85201, 4.32401, -0.35225], [2.65359, 4.84772, -0.35561], [-1.78904, 1.59984, 2.66478], [-1.62085, 4.29442, 2.76844], [1.73246, 5.17362, 3.70037], [1.79111, 5.47440, 1.93058], [0.32552, 5.96803, 2.80391], [-0.70841, -0.87302, 0.90239], [-1.00607, -2.74299, 0.87963], [-1.85674, -3.63682, -0.65185], [-1.84790, -2.84938, -1.86248], [-2.75961, -1.74764, -2.00560], [-3.20680, -1.69795, -3.46557], [-2.03544, -1.50752, -4.46088], [-0.68570, -1.69209, -3.77672], [-0.74347, -2.93358, -2.83679], [-1.99204, -3.28275, 2.38051], [-3.40442, -3.07917, 2.44133], [-4.18359, -3.82661, 3.34735], [-3.60412, -4.82302, 4.12711], [-2.22509, -4.89275, 4.16825], [-1.41129, -4.11494, 3.34941], [0.65996, -3.63143, 0.91412], [0.69496, -5.04424, 0.97559], [1.95342, -5.65886, 0.90886], [3.09961, -4.88536, 0.93436], [3.03760, -3.49932, 0.89884], [1.81450, -2.88266, 0.93619], [-1.57400, -0.25800, 1.26153], [-0.37600, -0.45883, -0.05449], [-2.88545, -3.96155, -0.42516], [-1.37330, -4.63681, -0.78793], [-2.31842, -0.74225, -1.73461], [-3.59004, -1.94514, -1.34800], [-3.95122, -0.88666, -3.53602], [-3.75942, -2.64099, -3.76281], [-2.09265, -0.49229, -4.90451], [-2.14285, -2.20784, -5.31332], [-0.43344, -0.77605, -3.13929], [0.12886, -1.85458, -4.44015], [0.22106, -3.14523, -2.33304], [-0.90370, -3.84314, -3.44026], [-3.90198, -2.39132, 1.79711], [-5.24232, -3.57770, 3.34822], [-4.25635, -5.47963, 4.74249], [-1.71305, -5.53620, 4.87662], [-0.32634, -4.18831, 3.47637], [-0.22122, -5.64212, 1.04664], [1.99907, -6.74560, 0.86053], [4.04422, -5.45419, 1.04915], [3.96730, -2.86164, 0.86270], [1.73073, -1.75953, 1.16663], [0.98511, 2.20454, -3.08088], [-0.24805, 2.52409, -2.67469], [-0.77572, 2.28034, -1.48381], [-2.28592, 3.02210, -1.47035], [-2.19676, 4.12163, -0.54386], [-3.39258, 2.09435, -1.32051], [-2.29030, 3.65124, -3.18230], [-3.22576, 4.25133, -3.97254], [-2.93001, 4.31788, -5.33454], [-1.80042, 3.77269, -5.89394], [-0.79512, 3.27178, -5.05161], [-1.10670, 3.15456, -3.69305], [-4.20389, 4.52602, -3.62720], [-3.67035, 4.77713, -5.99906], [-1.65545, 3.81460, -6.97049], [0.17687, 2.96399, -5.43101]], "forces_ev_per_angstrom": [[-0.05, -0.32, 0.26], [1.00, 1.17, -0.70], [-0.63, -0.64, 0.02], [-1.52, 0.93, -1.79], [-0.30, 1.50, -1.77], [2.67, 1.05, 2.17], [-0.44, -3.86, 0.24], [1.14, 2.36, -0.21], [0.28, -2.96, 0.46], [-0.64, 1.74, -0.93], [-0.03, -0.97, 1.40], [1.31, 0.98, 2.07], [-0.84, 0.36, -1.62], [-0.12, -0.89, 0.26], [-2.75, 0.37, 1.43], [-0.48, 3.62, -0.07], [1.22, -0.82, 0.24], [1.20, 0.85, -0.25], [-0.93, -2.29, -0.66], [0.63, -0.19, 0.78], [-0.27, 0.08, -0.48], [-1.13, -0.32, 1.06], [0.77, -0.57, 0.04], [0.06, -0.19, 0.19], [-0.07, -0.24, 0.32], [0.23, 0.28, -0.36], [-0.57, -0.79, 0.14], [0.18, 0.34, -0.16], [0.62, 0.31, 0.07], [-0.52, 0.34, 0.00], [-0.20, -0.05, -0.15], [0.48, -0.15, 0.17], [-0.93, 0.16, -1.12], [0.08, 0.12, -0.09], [0.26, -0.31, 0.10], [-1.37, -0.79, -1.05], [0.73, 0.35, 1.47], [-0.57, -0.91, -1.11], [1.45, -0.10, 0.77], [-0.16, 0.53, -0.51], [-1.02, -0.57, -0.83], [-0.20, 0.61, -0.65], [-0.53, 0.34, 2.34], [0.19, 0.02, -0.32], [-0.93, 0.13, -0.33], [1.13, -1.48, 1.16], [0.20, 0.79, -1.06], [-0.88, 0.14, 0.43], [0.75, -0.12, 0.48], [-0.34, -0.02, -0.17], [-1.76, -0.39, 0.45], [0.93, 0.55, -0.82], [-1.33, -0.13, 0.37], [1.02, -0.77, -0.09], [2.04, 0.64, 0.29], [-0.19, 1.19, 0.44], [0.54, -0.61, -0.18], [0.06, 0.11, -0.05], [0.01, 0.79, 0.16], [0.27, 1.06, -0.13], [-0.06, -1.07, -0.03], [-0.33, 0.14, 0.28], [0.37, -0.28, -0.09], [0.54, 0.94, 0.68], [0.12, -0.53, 0.23], [0.09, 0.29, 0.53], [-0.25, -1.11, -0.80], [0.59, -0.01, -0.72], [-0.53, 0.31, 0.18], [-0.22, 0.13, 0.09], [-0.23, 0.45, -0.49], [0.07, -0.48, 0.24], [0.72, 0.56, -0.42], [-0.27, -0.14, -0.04], [-0.39, -0.08, -0.31], [0.36, 0.24, -0.15], [0.19, 0.23, 0.26], [-0.45, 0.80, -0.45], [-1.02, -0.93, 0.24], [0.60, -1.78, -1.24], [-0.87, 0.32, -0.09], [-0.52, -0.65, 1.74], [0.90, 0.46, -2.09], [-1.70, 1.03, 0.16], [0.15, -0.44, -0.12], [1.43, 0.18, -0.11], [0.78, -1.54, 1.24], [-0.21, -0.25, -0.35], [-1.29, 0.33, -0.40], [1.28, 0.19, 0.23], [-0.44, -0.15, 0.07], [0.93, 0.44, -1.24], [-0.11, 0.36, 0.28], [0.25, -0.22, 0.28], [0.04, 0.01, 0.23], [-0.29, -0.11, 0.04]], "mulliken_spin": [1.57, 0.00, 0.00, 0.00, 0.01, 0.05, 0.01, 0.02, 0.32, -0.10, 0.56, -0.04, 0.11, -0.01, 0.01, 0.13, 0.00, 0.01, 0.00, 0.00, 0.00, 0.00, 0.00, 0.00, 0.00, 0.02, 0.05, 0.00, 0.01, 0.01, -0.01, 0.00, 0.00, 0.00, 0.00, 0.29, -0.07, 0.09, 0.70, -0.01, 0.05, 0.00, -0.01, -0.04, 0.02, 0.02, 0.00, 0.00, 0.00, 0.00, 0.08, 0.01, 0.00, 0.01, 0.00, 0.03, 0.00, 0.01, 0.02, 0.00, 0.02, 0.01, 0.00, 0.00, 0.00, 0.00, 0.03, 0.00, 0.03, 0.05, 0.00, 0.00, 0.00, 0.00, 0.00, 0.00, 0.00, 0.00, 0.00, -0.12, 0.01, 0.00, 0.00, 0.00, 0.00, 0.00, 0.00, 0.00, 0.00, 0.00, 0.00, 0.00, 0.00, 0.00, 0.00, 0.00]}